The following is a DFT calculation (ωB97M-V with the def2-TZVPD basis set) of a structure of composition C51H74B3BrN10O5.

```
144
Properties=species:S:1:pos:R:3:forces:R:3
H 0.749747 -6.926641 5.508498 0.25 -0.11 0.19
C 2.950673 -1.614006 4.889369 -0.22 0.46 -0.14
N -1.564491 3.995263 -4.626176 0.00 0.00 0.01
C -2.895137 3.606157 -6.350037 0.00 0.02 -0.03
H 8.191694 3.368073 -7.006341 -0.03 -0.03 -0.02
H 4.763318 1.724357 0.022158 0.00 0.00 0.00
H 10.594520 2.663140 -7.125558 -0.03 -0.05 -0.02
H -13.954693 1.884755 1.108201 0.00 0.00 0.00
H -1.994861 -3.635238 8.528089 0.13 -0.19 0.42
C -0.027981 -6.194065 5.326590 0.01 0.30 0.06
H -6.495976 0.404647 4.670719 0.01 -0.01 0.01
H -3.400428 3.708222 -7.295401 0.00 -0.01 0.00
H 0.169252 -5.616150 7.381317 0.11 0.13 0.32
B 2.116416 -3.471921 3.766565 1.21 0.49 0.24
N -5.575495 0.122425 4.954154 0.00 -0.01 0.01
H 2.610138 -1.976014 0.705051 0.00 0.01 0.02
H -4.588806 -0.904522 0.108562 0.00 -0.01 0.05
C -3.060141 2.560884 -5.402649 -0.03 -0.05 0.03
O 3.221822 -2.703178 4.015278 -0.02 -0.26 0.87
C -4.336203 -1.181032 -3.117386 0.04 0.13 0.42
C -2.608223 -3.989169 0.368136 -0.59 -0.37 -0.08
H -2.783210 -3.182148 1.071397 0.03 0.34 0.08
H -3.731376 -1.077121 -4.001783 0.01 -0.04 -0.11
H -0.800856 -6.713697 4.772208 -0.26 -0.01 -0.25
C -1.569247 -4.918916 0.927593 -0.21 0.19 -0.60
C -1.010139 0.560255 0.063483 -0.12 0.13 -0.06
H -2.795339 -1.552437 4.729141 0.00 -0.02 0.00
H 3.804118 4.206004 -4.113428 0.01 0.01 0.00
C -1.965389 4.473534 -5.842662 0.01 0.01 0.04
C -4.793892 -1.090389 -0.931886 0.15 0.00 -0.32
H 2.239152 -1.855954 5.680738 -0.11 -0.35 0.01
C 4.571782 1.155262 -5.082707 -0.10 -0.05 -0.02
H -1.555865 5.385273 -6.241671 -0.01 0.00 -0.01
H 6.216238 -4.211705 7.560337 -0.22 -0.26 0.10
H -0.636956 -3.576265 6.694948 0.14 0.42 -0.62
C 10.270638 1.395664 -5.466653 0.01 0.00 -0.02
C -2.224112 2.828903 -4.352093 -0.01 0.13 -0.04
H 11.267107 0.997450 -5.381992 0.00 -0.01 0.01
C -0.635485 -5.689509 6.660103 0.13 -0.37 -0.49
C 9.172360 7.134509 -5.845445 0.00 -0.03 0.02
C -4.906627 0.601410 6.046837 -0.04 0.02 -0.03
H -3.716368 1.710407 -5.484776 -0.02 -0.02 -0.01
C 4.373492 2.470408 -5.411762 -0.02 -0.02 -0.02
H -3.212161 -3.572986 7.292757 -0.26 0.24 0.09
C 4.089185 -0.873273 1.861960 0.20 0.10 0.07
H -2.298420 -3.602801 -0.592147 0.12 0.28 -0.17
C 3.428035 -0.060090 -0.126679 0.09 0.05 -0.04
C 3.262401 -1.125090 0.801454 -0.03 0.05 -0.08
B 0.255537 -3.897212 2.482344 -0.72 0.49 -0.22
H 4.970317 -0.969167 4.788209 0.15 0.04 -0.19
C 5.995851 -2.450831 6.348810 0.32 -0.16 0.18
C -12.266871 0.427962 1.324371 0.00 -0.02 0.03
C -5.924188 -1.538934 -1.564439 -0.26 -0.06 -0.05
N -10.895790 1.597708 0.040875 0.02 0.02 0.04
H 9.063175 0.483998 -3.896299 0.00 0.00 0.01
C -5.633686 -1.594100 -2.955960 -0.19 -0.07 -0.05
C -3.686536 -0.017403 6.096175 0.02 0.00 0.02
H -6.854319 -1.796500 -1.085242 -0.04 -0.04 -0.02
O -0.385942 -4.358775 3.611757 0.57 -0.72 -0.46
H -8.337685 1.118326 -1.028568 0.08 -0.07 -0.01
H -3.545529 -4.503372 0.205198 -0.33 -0.09 0.05
H -5.153562 -1.295597 3.419118 0.01 -0.02 -0.01
H 2.527467 -0.786903 4.316266 -0.12 0.09 -0.17
H 4.469143 2.893518 -6.397766 0.00 0.00 0.00
C -3.618694 -0.907620 4.990383 0.05 -0.04 -0.02
C -4.799904 -0.798891 4.306208 -0.03 0.03 -0.04
N -3.833480 -0.879573 -1.880975 -3.64 -0.97 0.27
H 6.023812 -2.719059 8.473562 -0.13 0.15 0.22
N 9.956074 2.307153 -6.437533 0.02 0.08 0.04
H -10.180421 -0.225464 0.883067 -0.01 -0.02 0.00
H 9.322923 9.201634 -6.526405 0.00 0.00 0.00
C -11.005337 0.460676 0.791989 0.04 0.02 -0.03
C 4.025131 2.234575 -3.204040 -0.03 -0.02 0.08
H -12.660926 -0.345021 1.962578 0.00 0.00 0.00
C -12.943592 1.594328 0.877391 -0.02 0.02 0.01
H -5.354016 1.337739 6.691825 0.01 0.00 0.01
C -0.714519 -0.762308 -0.122079 -0.08 -0.07 -0.17
H 0.506069 -4.704808 0.452862 0.43 -0.02 0.05
H -1.321450 -6.444668 7.031825 -0.09 -0.19 0.09
H -1.908097 -4.253031 5.619962 0.18 -0.02 -0.44
H -1.084189 -2.085443 -1.895110 -0.10 0.03 0.01
H -9.364100 3.543597 -1.732797 0.00 0.04 -0.03
H 4.848624 0.307793 -5.685880 0.01 0.02 -0.02
H -2.043123 2.293470 -3.439925 0.05 -0.02 0.01
H -0.230360 -1.404505 0.594214 0.02 0.23 -0.01
H -6.202356 0.842882 -2.273296 -0.07 -0.09 -0.03
H 3.818355 2.334927 -2.152342 -0.03 0.02 0.00
O 4.648071 -2.072133 6.502995 -0.16 0.18 -0.12
N 4.353660 1.021143 -3.740002 0.04 -0.02 0.00
C -6.512279 2.739139 -3.160301 0.04 -0.04 0.03
H -6.299451 -1.901244 -3.744797 -0.03 -0.02 0.00
C 4.025889 3.156959 -4.216901 0.01 0.01 0.00
H 6.633839 -1.583078 6.188228 -0.03 0.34 -0.14
H 9.748398 5.103029 -5.779532 -0.03 0.02 0.00
C -12.069764 2.295335 0.089189 0.03 0.00 -0.03
C -1.160970 -1.117781 -1.425385 1.32 0.10 0.13
H 4.424029 0.162708 -3.222439 0.02 0.03 0.02
H -2.897399 -0.553211 -1.695409 -1.84 -1.06 0.73
H -0.887759 4.432455 -4.027804 0.01 -0.02 -0.04
H -2.832215 -5.127669 7.960915 -0.02 -0.17 0.36
H 7.541800 -3.094378 7.689852 0.27 0.04 -0.05
N -6.781321 1.663966 -2.363826 0.10 0.02 -0.02
C -2.399790 -4.174378 7.684292 -0.07 0.20 -0.87
C 6.465120 -3.159704 7.590223 0.06 -0.24 0.14
H 2.921448 0.057751 -1.071785 -0.05 0.02 0.02
C 4.199514 -1.134910 5.536924 0.50 -0.28 0.53
H -12.182952 3.226321 -0.439299 -0.02 0.00 0.00
C 9.138730 1.157518 -4.733496 0.03 0.00 -0.01
C -7.527994 3.645952 -3.006749 0.00 0.05 -0.02
H 8.357139 7.081980 -5.144576 0.00 0.01 0.00
H 4.005907 -0.187497 6.039917 -0.08 0.20 0.02
H -1.932163 -5.332731 1.854992 0.21 -0.29 0.26
C 10.869200 6.348847 -7.069162 -0.02 -0.05 0.04
H 4.257393 -1.438127 2.763191 0.03 0.07 -0.30
Br -1.418670 -6.451299 -0.311669 0.03 -0.02 0.20
B 0.509950 -5.003445 4.465716 -0.60 -0.47 0.80
H 11.550269 5.605069 -7.446445 0.03 0.02 0.00
H -0.358448 -3.213418 0.562890 0.09 -0.02 -0.25
N -1.610963 1.019894 -1.076946 0.27 0.08 0.02
N 9.900996 6.021992 -6.159904 -0.01 -0.08 0.01
C 8.098541 1.957018 -5.281533 0.03 0.02 0.09
H -1.929913 1.961205 -1.219782 -0.08 0.00 0.03
H 6.113017 -3.122873 5.500458 -0.05 0.03 -0.38
H 11.384456 8.246646 -8.013731 0.00 0.00 0.00
H 5.419687 0.729196 2.224890 0.00 -0.02 -0.03
C -1.710252 0.003714 -1.990179 4.13 1.79 -0.66
C 8.633682 2.655983 -6.329384 0.02 0.07 -0.07
C -8.448549 3.091354 -2.079962 -0.06 -0.06 0.06
H -2.926803 0.148548 6.841438 0.00 -0.01 0.01
H -2.156899 0.162487 -2.956961 0.54 0.19 -0.13
C 4.355588 0.802174 0.400641 0.00 0.01 0.03
C -1.370647 -4.362339 6.550098 -0.27 -0.13 1.36
O 1.815567 -4.558319 4.557298 -0.46 0.16 -0.41
O 1.364267 -3.115580 2.690564 -0.14 -0.43 -0.54
H -0.843352 1.211349 0.904053 -0.01 -0.02 0.01
H 7.076495 2.012364 -4.945367 0.01 0.02 -0.01
C 9.682586 8.186978 -6.558287 -0.02 0.01 0.00
C -7.957485 1.865250 -1.704908 0.07 0.02 0.00
N 4.751061 0.299766 1.612101 -0.10 -0.01 -0.15
C 10.760927 7.687567 -7.336489 0.02 0.00 -0.03
C -0.246058 -4.185358 1.034577 -0.11 -0.12 0.37
H -5.623808 2.768433 -3.767321 0.03 0.03 -0.03
H -10.076186 1.876779 -0.469089 -0.13 0.03 0.02
H -7.603157 4.598816 -3.502770 -0.01 0.00 -0.01
```
Forces are in eV/Å.

***

The following is a DFT calculation (ωB97M-V with the def2-TZVPD basis set) of a structure of composition C51H77CsN4O2S.

```
136
Properties=species:S:1:pos:R:3:forces:R:3
H -3.663916 -0.090425 -4.902025 -0.02 0.00 -0.02
H -4.356494 4.742807 -0.640688 0.00 0.00 0.00
C -2.935126 -0.481275 -4.185023 -0.04 -0.01 -0.03
C 2.947293 -1.908109 2.315562 0.02 -0.02 0.00
H 1.756363 4.011635 -2.290219 -0.02 0.01 0.01
C 0.323643 -1.974146 -4.036924 0.06 -0.01 -0.03
C -3.732366 4.691180 2.135100 0.03 -0.02 -0.03
H 2.401300 4.270813 1.376260 0.01 0.00 0.00
Cs -0.843325 2.243298 1.630956 -0.68 1.32 -0.55
H 2.583146 -5.611701 -2.548584 0.01 -0.02 0.00
H 2.229971 -2.066539 -1.253720 0.01 0.00 0.01
H -2.413561 1.752416 -1.334432 0.02 0.08 -0.03
C -0.817066 6.799080 -1.535381 0.02 0.01 -0.04
H 2.031601 -5.787699 3.416048 -0.02 -0.01 -0.02
H -1.958906 1.477932 -5.820891 -0.01 0.01 0.00
H 0.428406 -0.529523 0.479116 -0.07 -0.02 0.02
H -5.033264 -3.878411 1.715495 0.00 -0.01 0.00
H 2.792900 -5.046759 1.112937 -0.02 -0.01 0.00
C -3.545723 -4.431612 0.272926 -0.02 -0.02 0.01
C 1.134598 3.420904 -1.591597 0.00 -0.01 -0.03
C 2.164061 -3.678355 -3.461639 0.00 0.00 0.00
C 3.536832 -4.268279 2.999418 -0.02 0.00 -0.01
C 1.957637 -4.732309 -2.364456 0.00 -0.01 0.00
H -4.224556 5.370380 2.841440 -0.04 -0.01 0.00
H 1.167928 6.905906 2.126838 0.00 -0.01 0.00
H -1.731372 -2.210928 -5.917821 -0.01 -0.01 0.01
H 2.211868 -4.333464 -1.382590 0.00 0.01 0.02
C 3.745076 -4.750923 1.556655 0.01 -0.02 0.00
H 2.673748 5.146416 -0.148404 -0.01 0.00 0.00
H 1.057783 -3.937441 4.191982 0.01 -0.01 0.00
H -2.244143 -0.133383 -1.009179 -0.08 0.02 -0.08
C -1.288893 6.307458 -0.199490 0.04 0.02 0.03
S -5.514858 0.813941 0.141089 0.03 -0.01 0.03
H 2.838261 -5.165596 4.859678 0.00 0.01 0.01
H 1.022539 4.957287 0.494413 0.00 0.02 0.00
C 1.366055 -3.050991 3.656067 0.01 -0.03 -0.01
H -3.184887 -1.526251 -3.984785 0.01 -0.02 0.02
C -2.487366 5.596912 0.026474 0.00 -0.02 -0.04
C -1.489203 -1.157048 -6.071753 -0.03 0.01 -0.02
H 3.942691 -2.837358 -2.525993 0.00 0.01 0.01
C -1.174399 5.907448 3.510799 0.00 -0.01 0.03
H 3.725526 3.061062 -1.217494 -0.03 0.00 0.03
H 0.186520 -2.475673 -4.984531 0.00 -0.01 0.00
H 1.999019 -3.631945 -5.636090 0.00 0.02 -0.01
H 2.605118 0.950552 -1.869582 0.02 0.00 0.00
H -3.026959 0.079960 -3.259135 0.01 0.01 -0.01
C -3.484033 5.264591 -1.044768 -0.03 -0.01 -0.05
C 0.498377 -1.965631 3.638622 0.02 0.00 0.02
H -1.867660 -0.909495 2.757033 0.01 0.01 -0.01
H -1.997372 -4.645147 -1.204878 0.01 -0.01 -0.01
H 5.356137 -3.069471 3.023122 0.01 0.02 -0.01
C 4.896841 -3.877055 3.593591 0.01 0.00 0.01
H -3.412806 3.823223 2.726179 -0.03 -0.05 0.04
C -0.968621 -0.931659 5.396183 -0.01 -0.02 0.01
H 0.875893 2.472237 -2.061987 0.00 -0.02 -0.01
C -0.484326 -0.874710 -3.753112 0.07 0.05 0.01
H 4.282634 -4.136016 -3.679157 0.01 -0.01 0.00
H 0.207744 3.969679 -1.412813 -0.01 0.01 -0.01
H -2.960733 -1.877594 3.765052 -0.01 0.00 0.00
C 1.986710 4.460309 0.382167 -0.01 0.04 -0.01
H -3.615699 -5.492095 0.482193 0.00 0.00 0.00
H -0.228971 1.189918 -5.558055 0.01 0.00 -0.01
C 3.643494 -3.269508 -3.481286 0.01 -0.01 -0.01
H 0.913243 -5.049177 -2.331605 -0.02 -0.01 -0.01
H -0.234625 -1.105287 6.188160 0.01 0.00 0.01
H -1.303432 7.732988 -1.851639 -0.01 0.01 0.01
C 2.986397 -5.439912 3.813321 0.01 0.00 0.01
N 2.313211 0.164749 0.012543 0.02 -0.08 -0.02
C -3.356109 -1.695124 -0.241111 0.03 0.07 0.06
H -0.515110 -1.096445 -6.562292 0.02 0.00 -0.01
H -4.853515 -1.461502 1.271290 -0.01 0.02 0.00
C -0.660699 6.511668 1.044386 -0.05 0.09 0.01
H -3.064419 4.636012 -1.841630 0.01 -0.01 0.00
C -1.458204 5.908338 2.036776 -0.01 -0.02 0.06
H -4.499349 4.325098 1.450134 0.00 -0.01 0.00
H 2.463098 -5.199106 -4.962619 0.01 -0.01 0.00
H -3.773699 2.734725 -0.821134 -0.05 -0.07 0.01
C 0.692280 -0.679707 -1.636714 -0.09 0.10 -0.08
N -3.127049 -0.338636 -0.511926 0.02 -0.06 0.05
H 4.777954 -3.530827 4.622151 -0.01 0.00 0.01
C -4.341507 -3.525911 0.959628 0.02 -0.03 -0.01
H -0.781396 0.044144 4.955895 0.01 0.03 -0.03
C 1.829121 -4.321903 -4.807228 0.00 -0.01 0.00
H 1.228045 7.367459 0.431006 0.00 0.00 -0.01
H 2.080923 1.301250 1.807343 0.04 -0.05 0.02
C 0.572813 7.323070 1.306061 0.05 -0.01 0.01
H -3.871105 6.161179 -1.546105 0.00 0.01 0.01
H 3.822340 -2.521174 -4.256090 0.00 0.01 -0.01
O -1.134239 0.739896 -2.102115 0.09 0.01 -0.04
H -0.372615 -3.561348 5.811029 0.01 0.00 0.01
H -1.796380 5.174143 4.033323 0.00 -0.01 0.00
C -0.865648 -2.030290 4.327452 0.00 0.01 0.02
O 0.106558 0.262989 2.856385 0.49 -0.81 0.54
H -1.944101 -2.661481 2.548027 0.01 -0.01 0.00
H 4.424400 -5.609258 1.527336 0.01 -0.01 0.00
C 2.599290 -3.063335 3.006364 0.00 0.00 0.01
H 0.260341 6.991006 -1.537480 0.01 0.00 0.00
H 4.166507 -3.961981 0.932734 0.01 0.02 -0.01
C -3.923671 0.754235 -0.401492 0.10 -0.06 0.09
H 0.394873 1.003257 -0.387408 0.11 -0.10 -0.16
H -1.249058 1.716020 -4.209027 0.00 0.02 0.05
C 0.871667 -0.779198 2.934204 0.00 0.05 0.02
N 1.813179 3.207853 -0.324899 0.01 -0.18 0.11
H -1.008801 6.068970 -2.329433 -0.01 -0.01 0.00
H 3.884763 -1.863691 1.765440 0.01 0.00 -0.01
H -1.366509 6.875684 3.994610 -0.01 0.01 -0.01
C 1.296924 -2.457438 -3.165461 -0.02 0.01 -0.01
H -0.130221 5.657011 3.736728 0.01 0.00 -0.01
C -1.977396 -1.854672 3.283699 -0.03 -0.03 0.00
C 1.469624 -1.768210 -1.969258 0.00 -0.05 -0.01
H 0.349151 8.362344 1.582669 -0.01 0.01 0.01
C -0.338956 -0.217296 -2.497147 -0.06 -0.07 0.03
C 3.034235 1.059281 -0.870724 0.01 0.08 -0.04
C -4.248289 -2.163160 0.720665 -0.07 0.00 -0.11
H -2.236084 -0.740654 -6.752814 0.00 0.00 -0.01
C 3.090678 2.533536 -0.472922 0.06 0.09 -0.05
H 3.609297 2.621488 0.485679 0.01 -0.03 -0.02
H 4.079063 0.725487 -0.952274 0.00 0.00 0.04
H 3.645943 0.517772 1.552985 -0.01 0.00 -0.03
C -1.220291 1.102038 -5.105689 0.00 -0.03 0.01
N -3.265280 1.868233 -0.782792 -0.06 0.16 -0.04
C 2.130618 -0.795134 2.268120 -0.03 -0.02 0.01
H -2.098461 -3.351295 5.493381 0.00 0.00 0.01
C -1.109799 -3.370439 5.026937 -0.01 0.00 0.01
C -2.550451 -2.603487 -0.933015 0.03 -0.01 0.05
H -1.966289 -0.936722 5.847595 -0.01 0.00 0.01
H -1.832748 -2.231922 -1.658020 -0.01 -0.04 0.00
H -1.090520 -4.205858 4.323791 -0.01 0.00 -0.02
C -2.597034 5.356020 1.411903 0.01 -0.05 0.04
H 0.787892 -4.647165 -4.845148 -0.02 -0.01 0.01
C 2.563756 0.384166 1.435694 -0.03 -0.04 0.00
H 5.582572 -4.730334 3.589303 0.02 -0.02 0.00
C -2.642605 -3.959049 -0.670432 0.01 0.03 0.00
H 3.691200 -6.275395 3.778235 0.01 -0.01 0.00
C -1.516533 -0.365980 -4.760997 -0.02 -0.01 -0.01
C 0.899128 0.034577 -0.329249 0.12 -0.07 0.14
```
Forces are in eV/Å.

Computed properties:
Charge: -2

***

no.,strongest force on any atom (eV/A),E_tot (eV)
1,4.5,-151301.7905
2,1.6,-75580.0332